Entry 1:
The following is a DFT calculation (ωB97M-V with the def2-TZVPD basis set) of a gas-phase ion, C8H12N3S (charge +1).

The calculation puts the frontier orbital gap (alpha / beta) at 7.96 / 7.97 eV. As for the LUMO energy (alpha / beta): -3.907 / -3.907 eV. The value obtained for the energy above the lowest of the compared OMol25 structures with the same formula, charge and spin is 375.2 kJ/mol. As for the SMILES: CN/C(=N/[n+]1ccccc1)SC. Its max |F| is 7.47 eV Å⁻¹. Its HOMO energy (alpha / beta) is -0.4363 / -0.4363 Eh. The value obtained for the electronic energy is -874.107761 Ha.

ORCA input file:
```
! wB97M-V def2-TZVPD RIJCOSX def2/J DEFGRID3
* xyz 1 1
C -2.250 -2.284 -0.313
N -2.358 -0.853 -0.181
C -1.312 -0.048 -0.093
N 0.116 -0.783 0.176
N 1.273 -0.175 0.058
C 2.262 -0.947 0.523
C 3.575 -0.570 0.558
C 3.928 0.572 -0.175
C 2.922 1.378 -0.621
C 1.588 1.088 -0.365
S -1.416 1.582 0.305
C -3.179 1.955 0.248
H -2.711 -2.802 -1.184
H -1.244 -2.646 -0.371
H -2.349 -2.831 0.646
H -3.301 -0.732 0.074
H 2.124 -1.945 1.010
H 4.410 -1.234 0.948
H 4.893 0.937 -0.371
H 3.011 2.356 -1.093
H 0.682 1.656 -0.610
H -3.314 2.991 0.227
H -3.605 1.758 1.128
H -3.747 1.577 -0.523
*
```

Atomic partial charges in e from the Löwdin method, atoms 1 to 4:
1 C -0.0770
2 N -0.0163
3 C -0.4840
4 N 0.0623

Entry 2:
The following is a DFT calculation (ωB97M-V with the def2-TZVPD basis set) of 2 unconnected molecules or ions with the total composition C8H12N4.

The calculation puts the frontier orbital gap at 9.15 eV. As for the LUMO energy: 0.878 eV. The value obtained for the energy above the lowest of the compared OMol25 structures with the same formula, charge and spin is 337.3 kJ/mol. As for the SMILES: Cc1c[nH]cn1.Cc1c[nH]cn1. Its max |F| is 8.35 eV Å⁻¹. Its HOMO energy is -0.3038 Eh. The value obtained for the electronic energy is -530.956273 Ha.

ORCA input file:
```
! wB97M-V def2-TZVPD RIJCOSX def2/J DEFGRID3
* xyz 0 1
C 0.723 1.479 2.013
C 0.375 1.787 0.584
C -0.597 2.677 -0.112
N -0.361 2.520 -1.512
C 0.851 1.727 -1.626
N 1.288 1.292 -0.442
H 1.781 1.176 1.996
H -0.138 0.896 2.376
H 0.739 2.439 2.492
H -1.401 3.238 0.372
H -0.949 2.764 -2.184
H 1.483 1.479 -2.503
C 1.164 -2.556 -1.312
C -0.026 -2.192 -0.411
C -0.211 -2.338 0.987
N -1.490 -1.732 1.254
C -2.015 -1.104 0.022
N -1.199 -1.483 -0.928
H 1.772 -1.738 -1.510
H 0.662 -2.659 -2.393
H 1.541 -3.546 -0.906
H 0.300 -2.668 1.864
H -1.466 -1.044 1.938
H -2.826 -0.415 -0.058
*
```

Atomic partial charges in e from the Löwdin method, atoms 1 to 4:
1 C -0.0636
2 C -0.2918
3 C -0.0375
4 N 0.0520

Entry 3:
The following is a DFT calculation (ωB97M-V with the def2-TZVPD basis set) of a molecular structure, C8H12N4O.

The calculation puts the frontier orbital gap at 8.50 eV. As for the LUMO energy: -0.524 eV. The value obtained for the energy above the lowest of the compared OMol25 structures with the same formula, charge and spin is 909.9 kJ/mol. Its max |F| is 7.22 eV Å⁻¹. Its HOMO energy is -0.3318 Eh. The value obtained for the electronic energy is -605.936862 Ha.

ORCA input file:
```
! wB97M-V def2-TZVPD RIJCOSX def2/J DEFGRID3
* xyz 0 1
C -0.017 -0.393 -2.561
C 0.999 -0.743 -1.126
C 2.619 -1.333 -1.464
C 0.330 -0.635 2.057
C -0.817 0.486 1.680
C -1.045 1.471 2.608
C -2.391 2.533 1.159
C -2.353 1.439 0.171
H 0.734 0.348 -3.145
H -0.051 -1.249 -3.477
H -0.951 0.166 -2.149
H 1.065 0.153 -0.108
H 2.928 -2.353 -0.424
H 2.629 -1.979 -2.698
H 3.159 -0.102 -1.414
H -0.643 -1.325 -0.200
H 1.614 -1.833 1.255
H -0.269 1.464 3.291
H -3.164 3.349 0.616
H -2.847 1.413 -0.814
N 0.313 -1.618 -0.327
N 0.606 -1.472 1.090
N -1.763 2.627 2.366
N -1.533 0.372 0.517
O 0.850 -0.785 3.098
*
```

Atomic partial charges in e from the Löwdin method, atoms 1 to 4:
1 C -0.0633
2 C -0.4399
3 C -0.1376
4 C -0.5089